[1]
This record from OMol25 describes C4H6O2 as an isolated structure in a non-equilibrium geometry. The level of theory is wB97M-V/def2-TZVPD.

Energy above the lowest of the compared OMol25 structures with the same formula, charge and spin: 2.7705 eV
Molecular weight: 86.09 g mol⁻¹
LUMO: 0.0155 Ha
Highest occupied orbital energy: -9.688 eV
Orbital gap: 10.111 eV

CARTESIAN COORDINATES (ANGSTROEM)
C1 0.752 -0.542 0.945
C2 -1.260 0.981 -0.246
C3 -0.634 -0.377 -0.363
C4 1.629 -0.486 -0.194
O1 -1.099 -1.341 -0.869
O2 2.378 -1.301 -0.656
H1 1.063 0.214 -0.971
H2 0.827 -1.456 1.528
H3 0.613 0.399 1.463
H4 -0.497 1.755 -0.248
H5 -1.950 1.123 -1.078
H6 -1.820 1.031 0.688

These are the Mulliken partial charges, in e, on atoms 1 to 2:
1. C -0.588
2. C -1.072

[2]
This record from OMol25 describes a 2-piece molecular cluster, C3H8O2 overall. The level of theory is wB97M-V/def2-TZVPD.

Energy above the lowest of the compared OMol25 structures with the same formula, charge and spin: 1.8218 eV
Molecular weight: 76.09 g mol⁻¹
LUMO: 0.0291 Ha
Highest occupied orbital energy: -9.880 eV
Orbital gap: 10.672 eV

CARTESIAN COORDINATES (ANGSTROEM)
C1 1.067 0.063 0.918
C2 0.070 0.593 -0.095
O1 0.607 1.794 -0.633
C3 -0.105 -0.376 -1.253
O2 -1.169 -0.793 -1.644
H1 2.016 -0.182 0.427
H2 0.681 -0.836 1.410
H3 1.262 0.828 1.674
H4 -0.913 0.759 0.368
H5 -0.090 2.229 -1.142
H6 0.844 -0.646 -1.764
H7 -2.138 -1.842 1.217
H8 -2.133 -1.589 0.517

These are the Mulliken partial charges, in e, on atoms 1 to 2:
1. C -1.200
2. C 0.448